#w
153
Properties=species:S:1:pos:R:3 method="wB97M-V/def2-TZVPD" lumo_energy_ha=0.0153 smiles=COC[C@H](C)N.COC[C@H](C)N.COC[C@H](C)N.COC[C@H](C)N.COC[C@H](C)N.COC[C@H](C)N.COC[C@H](C)N.COC[C@H](C)N.COC[C@H](C)N homo_lumo_gap_ev=9.140
C 0.836 -11.126 9.508
O 1.955 -10.327 9.816
C 2.046 -9.987 11.211
C 0.858 -9.127 11.671
C 0.659 -7.792 10.959
N 1.055 -8.852 13.133
H -0.155 -10.705 9.647
H 0.917 -12.097 10.020
H 0.996 -11.435 8.475
H 2.051 -10.913 11.803
H 2.966 -9.407 11.315
H -0.021 -9.785 11.603
H -0.390 -7.668 10.684
H 1.177 -7.808 9.991
H 1.068 -6.990 11.553
H 0.150 -8.711 13.575
H 1.466 -9.642 13.631
C 1.939 -4.870 12.757
O 2.786 -3.853 13.209
C 3.973 -3.751 12.496
C 4.839 -2.555 12.981
C 6.298 -2.817 12.716
N 4.657 -2.373 14.481
H 0.890 -4.642 12.951
H 2.197 -5.771 13.336
H 1.981 -5.160 11.702
H 4.613 -4.651 12.530
H 3.728 -3.623 11.430
H 4.454 -1.654 12.503
H 6.825 -1.891 12.482
H 6.390 -3.393 11.774
H 6.834 -3.410 13.449
H 4.001 -1.633 14.696
H 4.190 -3.206 14.815
C -1.861 -7.326 14.062
O -1.648 -7.843 15.372
C -0.630 -7.180 16.053
C -0.668 -7.671 17.506
C 0.319 -6.890 18.350
N -0.383 -9.140 17.510
H -2.439 -6.388 14.190
H -2.462 -7.997 13.450
H -0.914 -7.026 13.599
H 0.379 -7.284 15.634
H -0.870 -6.102 16.007
H -1.705 -7.562 17.840
H 0.048 -5.847 18.470
H 1.314 -6.983 17.887
H 0.466 -7.393 19.309
H -1.162 -9.506 16.964
H 0.473 -9.231 16.950
C -3.644 -10.145 9.755
O -4.220 -11.380 10.004
C -5.240 -11.268 10.981
C -5.599 -12.658 11.446
C -6.105 -13.488 10.285
N -6.663 -12.588 12.493
H -4.376 -9.351 9.580
H -2.946 -10.242 8.926
H -3.030 -9.837 10.618
H -4.884 -10.687 11.851
H -6.046 -10.676 10.533
H -4.717 -13.091 11.930
H -5.574 -13.261 9.363
H -7.177 -13.372 10.143
H -5.913 -14.542 10.508
H -6.253 -12.079 13.291
H -6.734 -13.516 12.922
C -0.695 -13.088 6.244
O -0.446 -13.348 7.563
C -1.600 -13.675 8.303
C -1.346 -13.933 9.756
C -0.254 -14.970 10.015
N -2.588 -14.240 10.492
H 0.273 -12.939 5.767
H -1.167 -12.098 6.111
H -1.315 -13.831 5.742
H -2.375 -12.895 8.204
H -2.012 -14.578 7.820
H -0.958 -12.991 10.206
H -0.405 -15.864 9.393
H -0.330 -15.349 11.035
H 0.727 -14.575 9.755
H -2.413 -14.096 11.504
H -3.234 -13.455 10.347
C 3.104 -8.760 15.738
O 2.185 -9.753 16.110
C 2.545 -10.586 17.209
C 3.726 -11.461 16.902
C 3.527 -12.210 15.612
N 3.880 -12.382 18.053
H 4.015 -8.837 16.347
H 2.753 -7.748 15.962
H 3.333 -8.889 14.687
H 2.673 -9.925 18.087
H 1.637 -11.129 17.479
H 4.637 -10.856 16.908
H 4.488 -12.565 15.252
H 3.088 -11.572 14.839
H 2.741 -12.954 15.767
H 4.757 -12.896 17.954
H 4.077 -11.760 18.843
C 5.113 -4.998 8.343
O 4.332 -6.054 8.848
C 4.393 -7.237 8.061
C 5.162 -8.308 8.843
C 6.688 -8.184 8.684
N 4.743 -9.696 8.533
H 5.002 -4.127 8.984
H 4.841 -4.709 7.317
H 6.174 -5.282 8.291
H 3.373 -7.650 7.990
H 4.734 -7.138 7.024
H 5.041 -8.176 9.921
H 7.154 -9.001 9.232
H 7.072 -7.275 9.166
H 7.027 -8.163 7.646
H 3.981 -9.890 9.171
H 4.449 -9.746 7.565
C -1.727 -12.831 17.514
O -2.010 -12.594 16.189
C -0.887 -12.917 15.382
C -1.210 -12.788 13.912
C -1.741 -11.393 13.672
N -2.246 -13.706 13.493
H -0.839 -12.343 17.952
H -1.583 -13.894 17.760
H -2.536 -12.445 18.137
H -0.061 -12.243 15.681
H -0.484 -13.918 15.621
H -0.276 -12.883 13.355
H -2.061 -11.154 12.648
H -1.056 -10.576 13.908
H -2.637 -11.243 14.286
H -3.118 -13.457 13.961
H -2.110 -14.673 13.789
C -0.873 -1.414 7.814
O -1.113 -2.813 7.808
C -0.692 -3.426 6.577
C -0.206 -4.837 6.869
C 0.819 -4.983 7.997
N 0.379 -5.383 5.595
H -1.485 -1.001 8.615
H -1.168 -0.946 6.870
H 0.185 -1.199 7.992
H -1.535 -3.393 5.875
H 0.113 -2.870 6.072
H -1.075 -5.453 7.106
H 0.896 -3.974 8.413
H 1.766 -5.428 7.728
H 0.357 -5.619 8.754
H -0.260 -6.010 5.110
H 0.561 -4.681 4.882

***

#x
153
Properties=species:S:1:pos:R:3 method="wB97M-V/def2-TZVPD" lumo_energy_ha=0.0072 homo_lumo_gap_ev=6.768
C -3.238 3.280 0.262
C -3.721 3.628 1.586
C -2.710 3.405 2.699
O -2.162 2.145 2.596
C -1.257 1.702 3.633
N -4.091 5.001 1.717
H -3.815 3.613 -0.601
H -3.227 2.195 0.169
H -2.215 3.581 0.036
H -4.616 3.057 1.831
H -3.115 3.635 3.684
H -1.885 4.102 2.545
H -0.633 2.511 4.013
H -0.675 0.854 3.273
H -1.788 1.259 4.476
H -4.919 5.131 1.154
H -4.357 5.244 2.661
C -0.352 -0.721 -3.398
C -0.465 -1.551 -2.157
C -0.314 -3.038 -2.409
O -0.535 -3.834 -1.228
C -0.210 -5.248 -1.345
N 0.493 -0.990 -1.260
H -1.270 -0.813 -3.978
H 0.520 -0.944 -4.012
H -0.371 0.350 -3.195
H -1.489 -1.383 -1.824
H 0.745 -3.178 -2.624
H -0.950 -3.352 -3.237
H 0.855 -5.451 -1.463
H -0.801 -5.718 -2.131
H -0.616 -5.773 -0.481
H 1.405 -1.416 -1.345
H 0.226 -1.262 -0.325
C 0.787 0.348 2.877
C 1.929 -0.336 2.246
C 2.627 -1.430 3.148
O 3.891 -1.930 2.646
C 4.147 -3.248 3.143
N 1.543 -0.783 0.927
H 1.063 0.699 3.872
H -0.019 -0.367 3.038
H 0.398 1.106 2.197
H 2.699 0.422 2.102
H 1.946 -2.281 3.182
H 2.742 -1.092 4.178
H 4.137 -3.356 4.228
H 5.137 -3.523 2.781
H 3.520 -3.941 2.582
H 0.763 -0.265 0.548
H 1.028 -1.636 1.088
C -0.572 5.238 1.085
C -1.451 6.432 1.420
C -2.474 6.603 0.243
O -1.893 7.077 -0.990
C -2.897 7.428 -1.904
N -2.217 6.089 2.592
H 0.097 5.442 0.249
H -1.212 4.404 0.795
H 0.120 4.956 1.879
H -0.888 7.353 1.564
H -3.160 7.381 0.577
H -3.030 5.672 0.133
H -3.390 6.471 -2.079
H -2.609 7.743 -2.907
H -3.535 8.247 -1.572
H -2.727 5.242 2.384
H -2.996 6.693 2.811
C 1.864 1.342 -6.629
C 1.675 2.358 -5.516
C 0.609 1.955 -4.499
O -0.701 1.972 -5.077
C -1.634 1.466 -4.131
N 2.967 2.547 -4.796
H 0.918 0.815 -6.754
H 2.649 0.603 -6.470
H 2.127 1.820 -7.573
H 1.379 3.267 -6.039
H 0.568 2.667 -3.674
H 0.889 0.983 -4.093
H -1.591 1.778 -3.088
H -1.422 0.397 -4.157
H -2.688 1.611 -4.369
H 3.659 2.719 -5.511
H 3.299 1.666 -4.430
C 4.673 0.413 -2.307
C 3.170 0.706 -2.137
C 2.138 -0.005 -3.112
O 2.567 0.141 -4.430
C 2.292 -0.888 -5.331
N 2.876 0.374 -0.810
H 5.190 1.059 -1.598
H 5.066 0.688 -3.286
H 4.867 -0.659 -2.293
H 2.947 1.758 -2.310
H 1.112 0.357 -3.056
H 2.098 -1.066 -2.863
H 1.238 -1.127 -5.476
H 2.792 -1.791 -4.980
H 2.764 -0.715 -6.298
H 1.906 0.634 -0.700
H 2.855 -0.635 -0.776
C -3.426 -5.463 3.728
C -1.901 -5.260 3.718
C -1.752 -3.731 3.963
O -0.351 -3.402 3.897
C -0.141 -1.988 4.047
N -1.308 -5.967 4.855
H -3.615 -6.537 3.710
H -3.960 -4.961 2.921
H -3.886 -5.122 4.655
H -1.638 -5.567 2.706
H -2.205 -3.480 4.921
H -2.280 -3.263 3.133
H -0.829 -1.611 3.291
H 0.907 -1.799 3.814
H -0.410 -1.545 5.006
H -1.103 -6.912 4.563
H -0.362 -5.624 4.949
C 0.006 3.078 -0.523
C 0.411 1.681 -0.229
C -0.816 0.930 0.331
O -0.286 -0.258 0.864
C -1.223 -1.082 1.629
N 0.771 1.016 -1.451
H -0.073 3.616 0.422
H -0.948 3.163 -1.043
H 0.723 3.540 -1.202
H 1.157 1.652 0.565
H -1.502 0.594 -0.447
H -1.333 1.582 1.035
H -2.174 -1.400 1.202
H -1.505 -0.499 2.506
H -0.708 -1.937 2.066
H 0.661 0.014 -1.399
H 0.000 1.208 -2.075
C -0.819 -3.800 1.524
C 0.587 -3.216 1.264
C 1.505 -4.235 0.711
O 1.790 -5.188 1.758
C 2.894 -5.929 1.572
N 0.302 -2.166 0.308
H -1.643 -3.111 1.707
H -0.688 -4.574 2.280
H -1.071 -4.367 0.628
H 1.046 -2.724 2.122
H 2.408 -3.665 0.492
H 1.100 -4.729 -0.172
H 2.939 -6.230 0.525
H 2.795 -6.835 2.169
H 3.826 -5.396 1.760
H -0.138 -2.613 -0.484
H 1.203 -1.975 -0.106

***

#w is preferred energetically. Next in line: 3894.3 kJ/mol higher.